(1)
The following is a DFT calculation (ωB97M-V/def2-TZVPD) of a structure of composition C2H3FOZn in a non-equilibrium geometry.

HOMO (alpha / beta): -0.752 / -0.696 Ha
Orbital gap (alpha / beta): 7.0 / 5.3 eV
Energy relative to the best compared isomer or geometry (same formula, charge and spin): 0.257 eV
Net charge: +2

Positions of all 8 atoms, in Å:
Zn 2.688 -0.654 0.243
F -1.971 1.510 0.069
O 0.898 -0.688 0.326
C -1.299 0.606 -0.608
C -0.007 0.273 -0.002
H 0.050 0.953 0.878
H -0.367 -0.479 -1.061
H 0.008 -1.520 0.156

***

(2)
The following is a DFT calculation (ωB97M-V/def2-TZVPD) of a structure of composition C27H19F11N7O6PPmS2 in a non-equilibrium geometry.

HOMO (alpha / beta): -0.300 / -0.300 Ha
Orbital gap (alpha / beta): 7.8 / 6.3 eV
Energy relative to the best compared isomer or geometry (same formula, charge and spin): 0.823 eV
⟨S²⟩: 8.77
Spin multiplicity: 6

Positions of all 74 atoms, in Å:
Pm -0.208 -1.044 -0.321
S -2.524 -0.228 -1.956
S 2.653 0.485 -2.576
P 0.727 -3.520 -1.790
F 0.592 -3.345 -0.140
F 0.988 1.239 -0.154
F 1.873 2.325 2.108
F 5.437 1.174 -1.806
F 1.257 -1.919 -1.818
F 6.294 2.188 0.526
F 2.202 -4.030 -1.645
F 4.531 2.767 2.506
F -0.807 -2.823 -1.828
F 0.742 -3.550 -3.368
F 0.079 -4.959 -1.679
O -1.669 1.327 0.316
O 2.622 -1.897 2.797
O 1.729 -1.212 0.841
O -3.483 0.830 -1.850
O -2.426 -1.055 -0.740
O -3.043 2.115 1.888
N 0.362 2.116 -2.621
N -1.839 -3.580 3.343
N -1.383 -2.383 1.552
N -1.766 1.982 -3.579
N -0.977 0.256 -2.186
N -0.189 0.064 2.051
N -3.603 -3.999 -6.392
C 2.758 2.011 1.156
C 0.772 -0.407 2.832
C 2.325 1.468 -0.035
C -3.356 -3.122 -5.357
C -1.068 0.932 2.548
C -2.580 -1.957 2.079
C 4.104 2.249 1.360
C 3.192 1.163 -1.090
C -0.070 0.818 4.699
C -1.641 3.224 -4.002
C -3.468 -2.569 -3.011
C 4.546 1.433 -0.853
C 0.491 3.354 -3.066
C 0.871 -0.047 4.172
C -1.728 -4.573 4.389
C -3.688 -3.461 -4.040
C -0.531 4.009 -3.722
C -1.064 1.331 3.871
C 4.996 1.950 0.344
C -2.871 -2.688 3.190
C 1.825 -1.283 2.109
C -2.919 -1.326 -3.283
C -2.604 -0.962 -4.585
C -2.818 -1.856 -5.613
C -1.957 1.471 1.481
C -0.975 -3.359 2.335
C -0.802 1.459 -2.797
H -3.539 2.402 1.106
H 1.696 -0.439 4.751
H -1.582 -4.093 5.357
H -0.876 -5.217 4.185
H -2.458 3.598 -4.610
H -3.688 -2.835 -1.986
H 1.451 3.827 -2.885
H -0.063 -3.920 2.202
H -0.023 1.120 5.737
H -3.713 -4.969 -6.154
H -2.190 0.018 -4.777
H -3.705 -2.650 3.869
H -1.802 2.033 4.232
H -0.448 5.036 -4.041
H -2.633 -5.178 4.431
H -3.107 -3.834 -7.251
H -2.563 -1.588 -6.631
H -4.110 -4.436 -3.832
H -3.161 -1.187 1.603

***

(3)
The following is a DFT calculation (ωB97M-V/def2-TZVPD) of a cluster of 9 separate species, C28H39NO24 in total in a non-equilibrium geometry.

HOMO: -0.399 Ha
Orbital gap: 10.8 eV
Energy relative to the best compared isomer or geometry (same formula, charge and spin): 4.926 eV

Positions of all 92 atoms, in Å:
O 0.881 2.814 -5.619
O -3.660 -11.671 3.688
O -2.211 -5.559 -5.504
O 4.575 9.887 -1.892
O -2.136 0.836 10.325
O -1.248 7.840 0.715
O -2.489 -6.124 -7.600
O 6.056 8.846 -0.558
O -6.398 -1.620 0.010
O -0.282 9.084 2.331
O -0.636 1.237 8.610
O -1.398 -11.405 3.818
O -1.036 10.122 0.516
O -0.019 0.991 10.646
O 5.707 -5.321 -5.712
O 2.653 4.261 -5.471
O -4.010 -4.862 -6.480
O 4.098 -5.064 -4.225
O 0.578 4.820 -5.046
O -7.665 -0.097 0.727
O -5.853 0.580 -0.464
O 4.314 7.605 -1.270
O 3.552 -4.693 -6.392
O -2.463 -10.568 2.010
N 4.085 -0.335 0.522
C 5.065 6.763 -0.415
C -0.686 4.414 -5.467
C -7.356 -2.239 0.804
C 5.151 -5.464 -3.433
C -2.610 -11.170 3.195
C -0.793 8.924 1.086
C 1.481 4.034 -5.379
C 0.588 -0.562 0.805
C -0.970 11.136 1.449
C -0.469 -10.653 3.210
C -2.783 -4.602 -4.634
C 0.686 1.757 8.680
C -4.235 -4.357 -5.231
C 3.049 -0.004 0.796
C 1.165 1.189 9.935
C -1.079 -10.323 1.789
C 4.380 -4.934 -5.505
C 6.343 7.468 -0.168
C 1.704 0.419 1.102
C -2.836 -5.550 -6.619
C -8.473 -1.205 0.764
C -1.076 1.021 9.880
C -0.484 2.872 -5.400
C 0.730 -1.776 1.722
C 4.960 8.866 -1.350
C 0.033 10.444 2.423
C -6.573 -0.329 0.024
C 6.337 -5.464 -4.436
H -1.328 4.775 -4.664
H -4.999 -4.799 -4.592
H 0.675 -1.636 2.801
H -1.041 4.855 -6.399
H -2.233 -3.679 -4.451
H 5.019 -6.487 -3.081
H -0.602 -10.924 1.016
H 0.564 -0.741 -0.270
H -0.868 -9.305 1.464
H 0.465 -11.209 3.124
H 1.404 1.330 0.585
H 6.686 7.462 0.867
H -0.869 2.320 -4.543
H -7.643 -3.153 0.285
H -9.078 -1.328 -0.134
H -4.465 -3.293 -5.176
H 1.054 10.641 2.096
H 6.824 -6.425 -4.599
H 1.553 -2.410 1.394
H 7.036 6.986 -0.858
H 0.064 10.805 3.451
H -2.884 -5.252 -3.765
H 4.500 6.383 0.437
H -0.654 12.044 0.935
H 1.267 1.440 7.814
H 1.656 0.565 2.181
H -0.320 -9.704 3.725
H -9.085 -1.250 1.664
H 1.492 0.152 10.019
H -0.356 -0.113 1.115
H -0.076 -2.475 1.500
H 0.589 2.842 8.720
H 7.094 -4.705 -4.238
H 1.862 1.752 10.556
H -7.047 -2.614 1.779
H 5.260 5.880 -1.024
H -1.984 11.282 1.820
H 5.294 -4.703 -2.666
H -1.069 2.416 -6.199

***

(4)
The following is a DFT calculation (ωB97M-V/def2-TZVPD) of a structure of composition C4H10N2O in a non-equilibrium geometry.

HOMO: -0.334 Ha
Orbital gap: 9.9 eV
Energy relative to the best compared isomer or geometry (same formula, charge and spin): 3.726 eV

Positions of all 17 atoms, in Å:
O 1.586 -1.270 -0.075
N 1.973 0.954 -0.491
N -0.641 1.054 0.667
C 1.537 -0.011 0.189
C -1.439 -1.145 -0.357
C 0.582 0.467 1.294
C -1.173 0.359 -0.508
H -0.588 0.588 -1.414
H 0.293 -0.298 2.015
H -2.488 -1.303 -0.601
H 1.071 -0.840 -0.859
H -1.328 -1.494 0.666
H -0.852 -1.785 -0.997
H -2.136 0.839 -0.691
H 1.024 1.251 1.902
H 2.798 0.730 -1.040
H -0.220 1.906 0.301